[1]
DFT (ωB97M-V/def2-TZVPD) results for a cluster of 10 separate species, C54H124N4O10 in total at a distorted geometry.

Calculated values
LUMO: 0.3 eV
E: -3103.133737 Ha
SMILES string: CC1(C)CCCC(C)(C)N1O.CC1(C)CCCC(C)(C)N1O.CC1(C)CCCC(C)(C)N1O.CC1(C)CCCC(C)(C)N1O.CC(C)O.CC(C)O.CC(C)O.CC(C)O.CC(C)O.CC(C)O
HOMO level: -8.17 eV
orbital gap: 8.5081 eV

Structure (ORCA input):
```
! RIJCOSX wB97M-V def2-TZVPD def2/J DEFGRID3
* xyz 0 1
C -21.6011 16.1284 -12.1232
C -20.9074 15.0095 -11.3215
C -20.6214 15.4853 -9.9013
C -21.8479 13.8068 -11.1736
C -21.9451 12.9533 -12.4359
C -20.5442 12.5404 -12.8569
C -19.5560 13.6802 -13.0865
C -18.1490 13.1068 -13.0865
C -19.8467 14.3655 -14.4473
N -19.6711 14.5823 -11.9475
O -18.7802 15.6862 -12.0742
H -21.1582 17.0890 -11.8354
H -21.4341 16.0448 -13.1929
H -22.6615 16.2462 -11.8908
H -20.0034 14.7384 -9.4009
H -20.1872 16.4842 -9.9351
H -21.5641 15.5095 -9.3526
H -21.5398 13.1488 -10.3543
H -22.8337 14.2085 -10.9274
H -22.5183 12.0450 -12.2539
H -22.3981 13.5448 -13.2378
H -20.5860 11.9062 -13.7519
H -20.0889 11.8678 -12.1182
H -18.0249 12.4122 -13.9130
H -17.9642 12.6215 -12.1242
H -17.4402 13.9347 -13.1287
H -19.6062 15.4267 -14.4378
H -20.9159 14.2913 -14.6648
H -19.3156 13.8530 -15.2485
H -18.1889 15.5744 -11.3224
C -14.6841 11.9165 -3.5184
C -14.1384 13.3304 -3.6864
C -13.8292 13.5577 -5.1744
C -15.2555 14.2688 -3.2679
C -14.7975 15.6929 -3.0184
C -13.5749 15.7539 -2.1074
C -12.4473 14.7742 -2.4167
C -11.4855 15.3513 -3.4675
C -11.6415 14.5920 -1.1185
N -13.0265 13.4917 -2.7806
O -11.9958 12.5513 -3.0778
H -15.4383 11.7209 -4.2816
H -13.9172 11.1483 -3.6338
H -15.1208 11.8029 -2.5263
H -14.7594 13.5424 -5.7401
H -13.2991 14.4860 -5.3751
H -13.1535 12.7701 -5.5182
H -16.0518 14.2347 -4.0145
H -15.7765 13.9041 -2.3699
H -14.5370 16.1142 -3.9991
H -15.6237 16.2885 -2.6296
H -13.9136 15.6556 -1.0776
H -13.1996 16.7737 -2.2365
H -11.9499 15.5089 -4.4413
H -10.7053 14.6096 -3.6544
H -11.0446 16.2839 -3.1232
H -11.1148 13.6373 -1.1060
H -12.3107 14.5423 -0.2531
H -10.9365 15.4009 -0.9373
H -12.1321 11.8691 -2.4127
C -16.4966 10.0526 -10.3545
C -17.6022 9.7358 -9.3252
C -18.6410 10.8403 -9.4202
C -18.2875 8.4433 -9.7413
C -17.4918 7.1825 -9.4281
C -17.2437 7.1759 -7.9189
C -16.5272 8.4027 -7.3887
C -16.6554 8.4313 -5.8757
C -15.0493 8.3140 -7.7770
N -17.1853 9.5864 -7.9435
O -16.5365 10.7707 -7.4966
H -16.9072 9.9212 -11.3581
H -16.1014 11.0631 -10.2658
H -15.6679 9.3491 -10.2984
H -18.2614 11.8083 -9.0805
H -19.0777 10.9516 -10.4102
H -19.4501 10.6360 -8.7047
H -19.2784 8.3645 -9.2785
H -18.5017 8.4744 -10.8152
H -18.0828 6.3039 -9.6805
H -16.5436 7.1873 -9.9669
H -16.6511 6.2913 -7.6568
H -18.2055 7.0267 -7.4135
H -15.9535 9.1371 -5.4338
H -16.5636 7.4208 -5.4814
H -17.6419 8.8136 -5.5844
H -14.4547 9.1458 -7.3900
H -14.8843 8.3116 -8.8503
H -14.5949 7.4054 -7.3695
H -17.0238 10.9954 -6.6966
C -15.5639 16.4458 0.9609
C -16.3027 15.3283 1.6833
C -15.6672 15.1245 3.0601
C -17.7403 15.8143 1.8766
C -18.6948 14.6974 2.2885
C -18.6698 13.5968 1.2450
C -17.2639 13.0326 0.9813
C -16.9085 12.0299 2.0914
C -17.3600 12.3147 -0.3553
N -16.3233 14.1320 0.8686
O -15.0280 13.6562 0.5547
H -15.8376 16.4793 -0.0968
H -15.7135 17.3827 1.4951
H -14.4785 16.2906 0.9266
H -16.2678 14.4711 3.6976
H -14.7072 14.6032 2.9739
H -15.4771 16.0474 3.6095
H -17.7234 16.5461 2.6884
H -18.0927 16.2991 0.9631
H -18.4159 14.3250 3.2743
H -19.6929 15.1400 2.3252
H -19.0619 14.0054 0.3076
H -19.3510 12.8103 1.5708
H -15.8985 11.6480 1.9216
H -17.5807 11.1726 2.0517
H -16.9156 12.5265 3.0587
H -18.2088 11.6306 -0.4461
H -16.4544 11.7734 -0.6396
H -17.5429 13.0459 -1.1533
H -14.8597 13.9567 -0.3471
C -19.0237 12.2225 -4.9532
C -20.3076 12.8956 -5.3610
C -20.2206 13.4720 -6.7608
O -21.3874 11.9568 -5.4131
H -18.6737 11.6046 -5.7898
H -19.0680 11.6039 -4.0561
H -18.2507 12.9736 -4.7715
H -20.5527 13.6836 -4.6313
H -20.0439 12.6265 -7.4243
H -19.3769 14.1643 -6.8030
H -21.1233 14.0327 -6.9988
H -21.3756 11.3991 -4.6260
C -22.6623 17.5102 -7.2012
C -22.4939 18.8264 -7.9318
C -22.8062 18.6824 -9.4116
O -23.3973 19.7972 -7.3388
H -23.7228 17.2324 -7.2377
H -22.3648 17.5206 -6.1504
H -22.1109 16.6686 -7.6245
H -21.4864 19.2153 -7.7781
H -22.5005 17.6945 -9.7764
H -22.3362 19.4234 -10.0540
H -23.8855 18.6825 -9.5865
H -24.1801 19.3037 -7.0748
C -18.8632 17.0679 -6.6636
C -18.3395 18.0473 -5.6352
C -17.6038 17.4335 -4.4451
O -17.5121 19.0010 -6.3157
H -19.7056 16.4574 -6.3466
H -18.0656 16.4217 -7.0494
H -19.2011 17.6120 -7.5518
H -19.2040 18.6333 -5.2835
H -17.4584 18.1735 -3.6570
H -16.6102 17.1337 -4.7972
H -18.0792 16.5186 -4.0918
H -17.1011 19.5763 -5.6638
C -23.1654 8.8086 -5.3765
C -21.9701 7.9553 -5.0494
C -20.7427 8.2780 -5.9031
O -21.6363 8.1809 -3.6520
H -24.0345 8.5289 -4.7812
H -23.4263 8.6644 -6.4256
H -22.9444 9.8669 -5.2207
H -22.2123 6.8905 -5.1407
H -20.5228 9.3457 -5.8228
H -20.8468 8.0022 -6.9518
H -19.8871 7.7263 -5.5030
H -20.9668 7.5472 -3.3763
C -21.8723 9.7238 -0.4599
C -22.5529 10.5518 -1.5223
C -22.9006 11.9403 -1.0171
O -21.6265 10.7554 -2.6075
H -20.8016 9.8951 -0.3871
H -22.0360 8.6576 -0.6574
H -22.2832 9.8613 0.5472
H -23.4619 10.0810 -1.9044
H -22.0155 12.4846 -0.6818
H -23.5700 11.9004 -0.1514
H -23.3977 12.5792 -1.7484
H -21.6259 9.9622 -3.1715
C -24.6232 13.2157 -4.3344
C -25.0281 14.2579 -5.3575
C -24.9029 15.6820 -4.7967
O -24.2081 14.1408 -6.5244
H -24.7507 12.2045 -4.7213
H -25.1772 13.3173 -3.3987
H -23.5655 13.3350 -4.0744
H -26.0642 14.1538 -5.6821
H -23.8706 16.0321 -4.7746
H -25.3900 15.7677 -3.8187
H -25.4451 16.4377 -5.3762
H -23.2977 13.9776 -6.2548
*
```


[2]
DFT (ωB97M-V/def2-TZVPD) results for a cluster of 12 separate species, C54H128N4O12 in total at a distorted geometry.

Calculated values
LUMO: -0.2 eV
E: -3255.811433 Ha
SMILES string: CC1(C)CCCC(C)(C)N1O.CC1(C)CCCC(C)(C)N1O.CC1(C)CCCC(C)(C)N1O.CC1(C)CCCC(C)(C)N1O.CC(C)O.CC(C)O.CC(C)O.CC(C)O.CC(C)O.CC(C)O.O.O
HOMO level: -8.14 eV
orbital gap: 7.9266 eV

Structure (ORCA input):
```
! RIJCOSX wB97M-V def2-TZVPD def2/J DEFGRID3
* xyz 0 1
C -7.6023 -1.9749 5.3352
C -6.6008 -2.0475 6.5446
C -6.0599 -3.4845 6.6653
C -5.3530 -1.2065 6.1216
C -5.4915 0.3064 6.2323
C -5.9919 0.6862 7.6237
C -7.2366 -0.1046 8.1724
C -7.2691 -0.0354 9.7389
C -8.4135 0.6320 7.5044
N -7.2163 -1.5259 7.7821
O -8.3440 -2.2360 8.1157
H -7.9408 -0.9902 5.0129
H -7.1317 -2.5741 4.5557
H -8.5045 -2.5241 5.6044
H -6.9051 -4.1490 6.8448
H -5.5829 -3.8370 5.7509
H -5.4709 -3.6431 7.5687
H -4.3962 -1.5271 6.5337
H -5.1248 -1.4240 5.0782
H -4.6758 0.9857 5.9846
H -6.1617 0.6460 5.4426
H -6.2254 1.7499 7.5783
H -5.1658 0.6688 8.3346
H -8.1601 -0.5582 10.0868
H -7.2967 1.0313 9.9615
H -6.4233 -0.5664 10.1756
H -8.3344 0.6363 6.4173
H -8.5050 1.6729 7.8147
H -9.3396 0.0981 7.7177
H -8.9317 -2.0920 7.3704
C 8.1841 5.9037 1.2428
C 7.5020 5.7511 -0.1665
C 6.7538 7.0722 -0.6336
C 8.6611 5.6185 -1.1400
C 9.2823 4.1826 -1.2975
C 8.1521 3.1227 -1.4254
C 7.0534 3.2297 -0.3057
C 5.9595 2.2615 -0.7260
C 7.6001 2.7128 1.0936
N 6.5459 4.5598 -0.2972
O 5.4456 4.6676 0.4181
H 9.0160 5.2059 1.3375
H 8.4873 6.9363 1.4159
H 7.4444 5.6696 2.0084
H 6.2998 7.0053 -1.6223
H 5.9062 7.1948 0.0407
H 7.3873 7.9522 -0.5223
H 8.4581 5.8677 -2.1815
H 9.4310 6.3029 -0.7835
H 10.1200 4.0617 -1.9844
H 9.7735 4.0023 -0.3412
H 8.5656 2.1185 -1.3314
H 7.7235 3.2885 -2.4138
H 5.1548 2.1601 0.0023
H 6.3851 1.2789 -0.9297
H 5.4349 2.5003 -1.6511
H 7.7518 1.6377 1.1897
H 6.9070 2.7950 1.9308
H 8.5586 3.1515 1.3712
H 4.7570 4.6796 -0.2507
C 1.1838 -1.2311 -1.2862
C 0.0248 -1.3706 -0.2765
C -0.0141 -2.8269 0.2731
C 0.3222 -0.5296 0.9803
C -0.8902 -0.3406 1.9569
C -2.0492 0.2214 1.1346
C -2.4815 -0.6037 -0.1254
C -3.2101 -1.9161 0.3280
C -3.3784 0.3550 -0.9556
N -1.2244 -0.9118 -0.9289
O -1.5759 -1.6814 -2.0428
H 0.9445 -1.8478 -2.1525
H 1.2545 -0.1603 -1.4771
H 2.1429 -1.6233 -0.9480
H 0.9798 -3.1115 0.6186
H -0.6683 -2.8715 1.1438
H -0.2174 -3.6079 -0.4596
H 1.0562 -1.0787 1.5701
H 0.7976 0.4266 0.7616
H -1.1152 -1.3216 2.3755
H -0.5512 0.3335 2.7435
H -1.6999 1.2058 0.8232
H -2.8981 0.3155 1.8118
H -2.7367 -2.5511 1.0769
H -3.4685 -2.5341 -0.5319
H -4.1855 -1.6613 0.7423
H -2.9723 1.3659 -0.9902
H -4.3319 0.4147 -0.4308
H -3.6424 -0.0547 -1.9306
H -1.3592 -1.1341 -2.8012
C 7.1479 -2.0572 -6.0981
C 5.9744 -1.8891 -7.1147
C 4.8903 -2.8387 -6.7912
C 5.4818 -0.3996 -6.9767
C 4.6875 0.1174 -8.2492
C 5.3251 -0.1890 -9.6533
C 5.9434 -1.6499 -9.7785
C 4.8635 -2.5492 -10.3388
C 7.1775 -1.4398 -10.7137
N 6.5534 -2.1123 -8.4556
O 7.1546 -3.3756 -8.6219
H 7.9086 -1.3128 -6.3333
H 6.7615 -1.9064 -5.0901
H 7.5592 -3.0643 -6.1667
H 5.0705 -3.8953 -6.9889
H 4.5342 -2.6981 -5.7706
H 4.0422 -2.6152 -7.4384
H 4.6619 -0.4201 -6.2588
H 6.2194 0.3073 -6.5967
H 3.6666 -0.2520 -8.1524
H 4.5962 1.1950 -8.1131
H 6.0027 0.6646 -9.6687
H 4.5965 -0.0178 -10.4458
H 3.9331 -2.5441 -9.7710
H 5.2749 -3.5579 -10.3757
H 4.6183 -2.2039 -11.3432
H 8.1065 -1.1829 -10.2046
H 7.0928 -0.7641 -11.5647
H 7.4974 -2.4225 -11.0604
H 6.4539 -4.0138 -8.4695
C -6.6491 -4.6695 -3.7459
C -7.8299 -3.7402 -3.5572
C -7.7003 -2.3918 -4.2292
O -8.8778 -4.3895 -4.1724
H -6.3829 -4.7694 -4.7982
H -6.8340 -5.6736 -3.3643
H -5.7605 -4.2814 -3.2479
H -7.9993 -3.6349 -2.4856
H -7.3780 -2.4625 -5.2681
H -6.9534 -1.8027 -3.6970
H -8.6567 -1.8898 -4.0837
H -8.9111 -5.2569 -3.7623
C -1.5769 -1.0873 -8.5139
C -1.9976 -0.1667 -7.4143
C -3.3524 -0.5568 -6.8168
O -1.0244 -0.1992 -6.3755
H -0.6711 -0.7217 -8.9976
H -2.3733 -1.1440 -9.2560
H -1.4533 -2.1130 -8.1664
H -1.9848 0.8763 -7.7306
H -3.6568 0.1305 -6.0274
H -3.4238 -1.5715 -6.4253
H -4.1135 -0.6941 -7.5849
H -0.3387 0.4409 -6.5798
C -7.7222 6.3741 0.5944
C -6.4942 5.5122 0.7653
C -6.4935 4.3789 1.8018
O -6.2303 4.9246 -0.4180
H -8.0093 6.9255 1.4898
H -8.5919 5.7863 0.3006
H -7.5637 7.1766 -0.1259
H -5.6897 6.1640 1.1061
H -6.9050 4.7360 2.7458
H -5.4534 4.1155 1.9941
H -7.0845 3.4858 1.5986
H -5.7024 5.5934 -0.8602
C -1.4089 -5.7695 4.9238
C -1.6186 -6.5917 6.1765
C -2.4509 -7.8189 5.9752
O -0.3697 -7.0386 6.6516
H -1.0383 -4.7660 5.1332
H -2.3153 -5.4869 4.3885
H -0.7255 -6.2391 4.2163
H -2.1130 -5.9720 6.9246
H -2.3425 -8.5677 6.7599
H -2.2000 -8.1483 4.9669
H -3.5136 -7.5909 5.8926
H 0.1786 -6.3102 6.9522
C 3.6297 -4.6316 5.4723
C 3.3970 -3.7641 6.7159
C 2.8305 -2.4374 6.3249
O 2.6000 -4.4295 7.6187
H 4.0283 -5.6428 5.5536
H 4.2460 -4.0686 4.7714
H 2.7221 -4.8055 4.8943
H 4.4043 -3.6859 7.1249
H 2.6125 -1.8651 7.2267
H 1.9205 -2.5183 5.7305
H 3.5783 -1.8281 5.8173
H 2.7849 -4.0292 8.4714
C 1.6981 6.5762 2.9533
C 1.2173 5.1446 3.2573
C 2.0782 4.5451 4.3272
O -0.1468 5.0845 3.5713
H 1.1722 6.9074 2.0578
H 2.7709 6.5343 2.7646
H 1.5368 7.2406 3.8022
H 1.4162 4.6165 2.3247
H 3.1218 4.5186 4.0136
H 1.9327 3.4886 4.5524
H 2.0394 5.1342 5.2435
H -0.6233 5.2970 2.7654
O 1.2800 3.0302 -4.5482
H 2.1140 3.4998 -4.5616
H 0.9850 3.0907 -3.6396
O 0.1430 3.3679 -1.0897
H -0.0815 2.4877 -0.7879
H -0.3283 3.9526 -0.4962
*
```